i | Molecular formula: C3H5ClN2
Method: DFT, ωB97M-V/def2-TZVPD

## Properties
lowest unoccupied orbital energy = 0.02001 hartree
total charge = 0
orbital gap = 8.9 eV

Element x y z (Å)
C  3.20  0.49  -0.32
H  -1.38  0.21  0.89
Cl  4.88  0.08  0.03
C  -0.93  0.77  0.02
H  2.63  -1.14  0.90
H  -0.94  0.14  -0.80
N  2.41  -0.50  0.08
N  0.99  -0.34  -0.09
C  0.53  0.84  0.14
H  -1.44  1.74  -0.03
H  0.42  -1.29  -0.03

Here are the natural (NBO) charges for atoms 1 to 5, given in e: atom 1 (C): 0.12, atom 2 (H): 0.23, atom 3 (Cl): -0.07, atom 4 (C): -0.74, atom 5 (H): 0.39

ii | Molecular formula: C3H5ClN2
Method: DFT, ωB97M-V/def2-TZVPD

## Properties
lowest unoccupied orbital energy = 0.01374 hartree
total charge = 0
orbital gap = 10.6 eV

Element x y z (Å)
H  1.70  0.35  -0.30
H  -0.60  0.31  2.15
H  0.53  1.58  -1.07
H  0.87  0.00  -1.75
N  -1.03  -2.74  -0.81
H  0.89  -0.14  1.76
N  0.02  0.28  1.41
Cl  -1.94  1.13  -0.10
C  -0.42  0.28  0.13
C  -0.78  -1.63  -0.60
C  0.76  0.57  -0.83

Here are the natural (NBO) charges for atoms 1 to 5, given in e: atom 1 (H): 0.22, atom 2 (H): 0.39, atom 3 (H): 0.23, atom 4 (H): 0.25, atom 5 (N): -0.46

Most stable structure: ii

i | Molecular formula: C4H7NOS2
Method: DFT, ωB97M-V/def2-TZVPD

## Properties
lowest unoccupied orbital energy = 0.02496 hartree
total charge = 0
orbital gap = 9.2 eV

Element x y z (Å)
H  -3.27  -0.41  0.75
C  -2.21  -0.07  0.85
N  -0.36  -0.05  -0.48
H  2.22  0.29  1.52
H  -2.15  0.97  1.22
H  -1.70  -0.78  1.47
O  -1.70  -0.17  -0.48
C  0.69  -1.03  -0.67
S  0.09  2.65  -0.21
H  2.03  0.37  -1.75
C  1.61  0.18  -0.74
C  0.38  1.06  -0.47
S  2.99  0.26  0.41
H  0.84  -1.70  0.20
H  0.54  -1.58  -1.62

Here are the natural (NBO) charges for atoms 1 to 5, given in e: atom 1 (H): 0.20, atom 2 (C): -0.26, atom 3 (N): -0.12, atom 4 (H): 0.12, atom 5 (H): 0.21

ii | Molecular formula: C4H7NOS2
Method: DFT, ωB97M-V/def2-TZVPD

## Properties
lowest unoccupied orbital energy = 0.01519 hartree
total charge = 0
orbital gap = 9.1 eV

Element x y z (Å)
N  -0.48  -1.42  -0.38
C  0.23  0.41  1.08
H  -1.36  1.81  -0.13
O  -1.60  -1.26  1.67
H  1.90  0.71  -1.94
S  0.64  -1.23  -1.80
H  2.46  0.16  0.26
H  0.04  0.98  -1.75
S  -0.64  2.00  0.97
H  -1.68  -1.78  -0.50
H  0.59  0.34  2.06
C  1.52  0.61  0.04
H  1.82  1.69  0.22
C  -0.67  -0.81  0.98
C  0.98  0.42  -1.36

Here are the natural (NBO) charges for atoms 1 to 5, given in e: atom 1 (N): -0.89, atom 2 (C): -0.45, atom 3 (H): 0.12, atom 4 (O): -0.56, atom 5 (H): 0.24

Most stable structure: i

i | Molecular formula: C12H18N2
Method: DFT, ωB97M-V/def2-TZVPD

## Properties
lowest unoccupied orbital energy = 0.03391 hartree
total charge = 0
orbital gap = 7.8 eV

Element x y z (Å)
C  3.70  0.05  -0.02
H  -0.98  2.32  -1.34
H  3.63  2.42  -0.32
C  -2.97  0.46  0.78
H  -2.36  1.27  -1.16
H  -2.90  -2.35  -0.02
H  -2.00  -0.88  -2.38
H  5.23  -0.83  1.30
H  -1.39  -2.52  0.23
C  0.86  0.07  -0.65
H  4.77  0.63  1.33
H  -0.60  -1.75  -1.85
N  4.89  -0.05  0.66
H  -2.38  2.54  0.56
C  -1.98  -1.59  -0.03
H  -1.20  1.71  1.54
C  2.99  1.31  -0.16
H  -3.47  0.26  -0.40
C  -1.96  1.55  0.59
C  -1.42  1.45  -0.78
C  1.59  1.26  -0.44
H  0.59  -1.95  -0.24
C  2.85  -1.26  -0.03
C  -2.17  -0.80  1.23
H  0.95  2.19  -0.67
H  -1.07  -0.52  1.56
H  -3.82  0.66  1.49
C  -1.29  -0.91  -1.42
H  3.47  -2.18  0.07
C  1.61  -1.16  -0.54
H  -2.60  -1.56  1.99
N  -0.57  0.18  -0.85

Here are the natural (NBO) charges for atoms 1 to 5, given in e: atom 1 (C): 0.15, atom 2 (H): 0.21, atom 3 (H): 0.23, atom 4 (C): -0.40, atom 5 (H): 0.21

ii | Molecular formula: C12H18N2
Method: DFT, ωB97M-V/def2-TZVPD

## Properties
lowest unoccupied orbital energy = 0.03516 hartree
total charge = 0
orbital gap = 8.6 eV

Element x y z (Å)
C  -2.86  0.09  0.51
N  3.26  1.06  -0.23
C  0.13  -2.20  1.64
H  4.15  2.33  -1.90
H  -3.84  1.62  -0.10
C  1.25  0.52  -1.43
C  -0.52  -0.84  -0.43
H  -0.89  0.26  -2.08
C  2.11  1.63  -2.17
H  -2.44  -0.95  2.21
C  3.48  1.43  -1.60
H  2.44  -0.85  1.66
C  -2.04  -1.14  -0.16
H  -1.92  -2.12  0.51
H  -3.17  0.90  2.60
H  -3.87  -0.29  0.50
H  -2.59  -1.55  -1.16
C  0.43  -1.23  0.62
H  3.79  0.53  -2.24
N  -2.98  1.16  -0.39
C  1.73  -0.66  0.71
H  4.21  0.61  0.06
H  -2.31  1.98  -0.33
H  -1.44  0.43  2.28
H  1.67  2.63  -1.85
H  0.06  -3.29  1.27
C  -2.53  0.20  2.01
H  1.11  -2.20  2.21
C  0.00  0.00  -1.44
C  2.10  0.24  -0.25
H  2.16  1.47  -3.38
H  -0.68  -1.77  2.37

Here are the natural (NBO) charges for atoms 1 to 5, given in e: atom 1 (C): -0.05, atom 2 (N): -0.61, atom 3 (C): -0.68, atom 4 (H): 0.21, atom 5 (H): 0.35

Most stable structure: ii

i | Molecular formula: C3H7FS
Method: DFT, ωB97M-V/def2-TZVPD

## Properties
lowest unoccupied orbital energy = 0.03011 hartree
total charge = 0
orbital gap = 10.2 eV

Element x y z (Å)
H  0.59  -0.81  -1.74
H  -1.21  0.95  1.22
F  1.78  -1.15  1.08
H  1.26  1.73  0.68
H  -0.12  0.24  2.63
H  0.32  -2.38  -0.70
C  0.83  -0.47  0.25
H  -0.93  -1.04  -0.85
S  1.60  1.09  -0.43
C  0.22  -1.29  -0.84
C  -0.63  0.11  1.61
H  -1.17  -0.88  1.71

Here are the natural (NBO) charges for atoms 1 to 5, given in e: atom 1 (H): 0.23, atom 2 (H): 0.21, atom 3 (F): -0.39, atom 4 (H): 0.14, atom 5 (H): 0.22

ii | Molecular formula: C3H7FS
Method: DFT, ωB97M-V/def2-TZVPD

## Properties
lowest unoccupied orbital energy = 0.03411 hartree
total charge = 0
orbital gap = 10.3 eV

Element x y z (Å)
C  -0.09  0.19  0.36
H  -1.44  -0.85  -1.17
S  -1.76  -0.23  -0.01
H  0.81  -1.62  0.77
H  -0.15  0.38  1.38
C  0.44  1.52  -0.14
C  0.86  -0.91  -0.03
H  0.57  -1.30  -1.02
H  1.48  1.49  -0.41
F  2.17  -0.38  -0.03
H  -0.19  1.94  -0.94
H  0.26  2.29  0.62

Here are the natural (NBO) charges for atoms 1 to 5, given in e: atom 1 (C): -0.40, atom 2 (H): 0.11, atom 3 (S): 0.01, atom 4 (H): 0.19, atom 5 (H): 0.22

iii | Molecular formula: C3H7FS
Method: DFT, ωB97M-V/def2-TZVPD

## Properties
lowest unoccupied orbital energy = 0.02054 hartree
total charge = 0
orbital gap = 9.2 eV

Element x y z (Å)
H  -1.96  0.12  0.39
C  -0.25  0.09  -0.89
H  1.57  -1.30  -0.31
H  -1.74  1.67  -0.41
C  -1.19  0.82  0.01
H  -0.54  1.09  0.93
H  0.59  0.70  -1.40
H  -0.74  -0.55  -1.57
C  0.70  -1.12  0.23
F  2.29  0.70  1.06
H  0.14  -1.97  0.28
S  1.12  -0.25  1.67

Here are the natural (NBO) charges for atoms 1 to 5, given in e: atom 1 (H): 0.20, atom 2 (C): -0.36, atom 3 (H): 0.23, atom 4 (H): 0.22, atom 5 (C): -0.67

Most stable structure: ii

i | Molecular formula: C5H28N2O9
Method: DFT, ωB97M-V/def2-TZVPD

## Properties
lowest unoccupied orbital energy = 0.00714 hartree
total charge = 0
orbital gap = 9.4 eV

Element x y z (Å)
N  2.18  0.36  -1.88
N  -0.68  -0.70  0.18
H  -1.11  2.03  -2.68
H  1.75  2.32  0.77
H  0.43  1.57  2.33
H  1.66  1.38  -0.31
O  -4.05  0.57  0.76
H  2.83  0.38  2.57
H  -2.43  -1.49  -3.24
C  0.22  -1.79  -0.13
H  -1.62  -0.25  -2.86
H  0.73  -2.72  -2.01
O  -2.02  2.75  1.17
C  1.35  -1.94  0.90
H  -0.31  -2.75  0.04
C  2.11  0.98  -2.98
C  2.07  -1.09  -1.82
H  0.13  1.95  -1.92
H  2.05  -2.76  0.79
O  2.53  -0.03  3.39
H  2.07  2.06  -2.94
H  -1.18  -0.40  -0.64
H  -2.53  -1.26  2.89
H  -2.71  2.10  0.99
O  -2.74  -1.25  1.96
H  2.44  -1.56  -2.74
H  -2.28  3.63  1.44
H  1.08  -1.72  2.84
O  -0.41  1.39  -2.50
H  -4.13  -0.09  1.46
O  -2.53  -0.59  -2.93
H  -0.26  2.60  3.20
H  -3.49  0.16  0.10
O  1.07  1.76  0.37
O  0.63  -2.18  2.12
H  -1.91  -1.15  1.43
H  1.78  0.53  3.64
O  0.30  1.83  3.25
H  0.03  -1.21  -2.26
H  2.77  -1.35  -0.98
C  0.72  -1.71  -1.57
H  -0.31  0.05  0.74
H  1.79  0.63  -3.97
H  1.99  -1.06  1.02

Here are the natural (NBO) charges for atoms 1 to 5, given in e: atom 1 (N): -0.47, atom 2 (N): -0.87, atom 3 (H): 0.48, atom 4 (H): 0.47, atom 5 (H): 0.49

ii | Molecular formula: C5H28N2O9
Method: DFT, ωB97M-V/def2-TZVPD

## Properties
lowest unoccupied orbital energy = -0.00754 hartree
total charge = 0
orbital gap = 9.3 eV

Element x y z (Å)
C  2.35  -2.82  -0.98
C  -1.09  -1.39  1.41
H  1.92  -1.96  -1.52
H  1.67  -1.18  3.29
H  -0.03  -0.08  3.82
H  -2.76  0.38  -2.41
H  -1.50  0.46  0.38
O  0.10  0.97  -3.03
H  0.16  -3.82  1.18
H  0.56  0.69  1.83
C  0.15  -1.76  0.67
H  2.07  1.62  -0.45
H  -1.96  -1.96  0.98
H  0.56  3.40  -0.78
O  2.30  -1.35  2.55
H  -0.57  1.80  2.28
N  -0.37  0.81  2.21
N  1.85  -3.42  0.01
H  -4.12  1.16  -2.41
H  -2.37  0.29  1.86
H  -2.30  2.48  -2.48
O  -0.28  3.87  -0.51
O  -1.56  3.06  -2.76
H  -0.29  -1.41  4.63
H  0.65  -0.95  0.14
C  0.63  -3.00  0.62
H  -0.41  1.82  -3.07
H  1.25  1.64  -1.81
H  1.97  -2.11  2.06
H  -1.81  -1.06  -4.17
O  1.71  2.21  -1.16
C  -1.39  0.10  1.42
H  -0.62  0.32  -3.02
H  -1.35  -1.61  -2.78
H  -0.52  3.48  0.33
H  3.30  -3.18  -1.35
O  2.76  0.82  1.01
H  -1.14  3.50  -2.00
O  0.39  -0.78  4.36
H  -0.98  -1.76  2.45
O  -1.92  -0.96  -3.22
H  3.67  0.63  0.78
O  -3.27  1.08  -1.96
H  2.59  0.01  1.59

Here are the natural (NBO) charges for atoms 1 to 5, given in e: atom 1 (C): -0.03, atom 2 (C): -0.46, atom 3 (H): 0.15, atom 4 (H): 0.51, atom 5 (H): 0.51

Most stable structure: ii

i | Molecular formula: C6H10N2S
Method: DFT, ωB97M-V/def2-TZVPD

## Properties
lowest unoccupied orbital energy = 0.01976 hartree
total charge = 0
orbital gap = 8.0 eV

Element x y z (Å)
C  -0.23  2.11  -0.39
H  2.04  -1.41  1.15
C  -0.06  -1.42  -1.06
H  -2.30  2.10  -0.43
H  -3.27  0.01  1.57
H  -0.18  3.10  -0.88
H  0.17  -0.84  -1.95
H  -0.08  -1.28  1.14
C  -1.40  1.47  -0.14
C  1.15  0.27  0.20
H  2.91  0.23  1.65
H  -1.10  -1.82  -1.44
N  -1.51  0.22  0.17
N  1.03  1.50  -0.08
C  2.40  -0.36  0.78
H  0.68  -2.35  -0.82
C  -0.14  -0.61  0.23
H  3.04  -0.42  -0.13
S  -3.13  -0.47  0.42

Here are the natural (NBO) charges for atoms 1 to 5, given in e: atom 1 (C): -0.20, atom 2 (H): 0.21, atom 3 (C): -0.64, atom 4 (H): 0.22, atom 5 (H): 0.09

ii | Molecular formula: C6H10N2S
Method: DFT, ωB97M-V/def2-TZVPD

## Properties
lowest unoccupied orbital energy = 0.03240 hartree
total charge = 0
orbital gap = 8.2 eV

Element x y z (Å)
H  2.97  -0.54  1.62
H  0.40  -2.56  -0.39
H  -1.16  -0.91  0.64
C  2.75  -0.64  0.56
C  0.60  0.18  0.15
C  -0.83  0.04  0.24
H  -3.44  -0.21  0.44
C  -3.21  0.77  0.03
C  -1.74  0.96  -0.10
H  -3.63  1.53  0.69
S  3.04  1.04  -0.18
C  1.31  1.27  -0.17
H  0.94  2.25  -0.38
H  -1.42  1.91  -0.49
H  1.08  -1.60  -1.56
H  3.42  -1.37  0.10
H  -3.69  0.87  -0.94
N  1.38  -1.00  0.37
N  1.22  -2.00  -0.62

Here are the natural (NBO) charges for atoms 1 to 5, given in e: atom 1 (H): 0.20, atom 2 (H): 0.36, atom 3 (H): 0.20, atom 4 (C): -0.31, atom 5 (C): 0.07

Most stable structure: ii